A cluster of 2 separate species, C2H7N3O in total. Source: OMol25; level of theory: ωB97M-V with the def2-TZVPD basis set.

Element x y z (Å)
H (1.838, 0.587, 2.216)
N (-0.698, -0.682, -1.242)
N (1.968, 0.354, 1.243)
C (1.843, 1.499, 0.329)
N (-2.244, -0.488, 0.484)
H (-2.395, -1.921, -1.247)
H (-3.073, -0.634, 0.925)
H (-0.366, -0.824, -2.219)
C (-1.942, -1.040, -0.637)
H (-0.242, 0.038, -0.752)
H (2.496, 2.330, 0.549)
O (1.307, 1.246, -0.752)
H (1.508, -0.466, 1.103)

Properties
* LUMO energy: 1.0 eV
* electronic energy: -319.87618 Ha
* gap between HOMO and LUMO: 9.860 eV
* largest force on an atom: 5.841 eV Å⁻¹
* charge: 0
* SMILES: [H]/N=C/N.NC=O
* relative energy (zero: lowest compared OMol25 entry of this formula, charge and spin): 193.3 kJ/mol



A structure of composition C26H43Cl3N3NdO3Si. Source: OMol25; level of theory: ωB97M-V with the def2-TZVPD basis set.

Element x y z (Å)
O (0.983, 2.511, 0.666)
H (-2.808, 3.072, -2.817)
C (-0.424, 4.265, 1.120)
H (4.448, -4.543, -0.690)
H (-3.280, 6.117, 0.973)
C (3.435, 2.985, -2.780)
H (1.545, 4.716, 0.414)
H (2.155, -0.465, -4.110)
H (-0.769, -0.552, 4.845)
C (-1.676, 4.705, 1.314)
H (-2.405, 4.126, 1.892)
O (0.953, -3.530, -1.533)
H (-3.981, 0.787, 2.342)
Cl (0.492, 1.063, -2.212)
C (0.192, 2.918, 1.657)
C (-2.197, 6.038, 0.834)
H (2.131, -7.060, -1.966)
H (-2.255, 1.447, -3.355)
C (-2.407, 2.113, -2.497)
C (-1.982, -4.432, 3.054)
H (-2.376, 2.204, 1.044)
H (-2.892, -2.832, 1.884)
H (1.896, 1.161, -4.645)
H (-5.244, 1.491, -0.887)
H (4.819, 0.864, -1.002)
H (-3.672, -0.031, -0.213)
H (4.288, -6.280, -1.032)
H (-1.995, 6.209, -0.230)
H (4.554, -5.142, -2.352)
H (1.414, -2.775, 2.128)
H (4.153, -0.671, -1.634)
H (-1.587, -1.022, 1.066)
C (4.045, -5.279, -1.390)
C (-2.937, 0.828, 2.660)
C (-2.911, 0.405, -0.872)
C (-0.265, 0.976, 3.359)
Nd (0.029, -1.430, -1.611)
Si (2.852, 1.309, -2.399)
C (0.443, -4.376, 3.224)
H (-2.929, -4.896, 3.304)
N (2.607, -5.083, -1.479)
C (0.514, 5.034, 0.237)
H (3.752, 3.570, -1.913)
H (4.317, 2.887, -3.433)
H (0.140, -1.005, 1.235)
H (0.335, 4.837, -0.835)
C (-2.493, 0.081, 3.756)
C (0.468, -3.245, 2.417)
C (-2.049, 1.665, 1.945)
C (2.131, -3.882, -1.198)
N (-3.259, 1.528, -1.488)
C (-0.738, -2.693, 1.949)
O (-1.794, -0.144, -1.045)
N (-0.730, -1.593, 1.076)
Cl (-0.615, -1.870, -4.084)
C (-1.134, 0.116, 4.052)
C (3.891, 0.319, -1.236)
H (0.801, 0.947, 3.587)
H (0.763, -5.876, -2.059)
C (-4.489, 2.222, -1.177)
C (-0.785, -4.975, 3.531)
H (0.432, 6.118, 0.379)
C (-0.738, 1.853, 2.371)
H (1.380, -4.767, 3.609)
C (2.586, 0.539, -4.074)
C (1.825, -6.045, -2.265)
H (3.511, 0.481, -4.639)
H (-4.827, 2.776, -2.054)
H (2.027, -5.894, -3.342)
H (3.382, 0.147, -0.256)
H (-3.191, -0.521, 4.339)
H (-0.798, -5.860, 4.173)
H (2.676, 3.559, -3.322)
H (-1.425, 2.312, -2.069)
H (-4.351, 2.921, -0.342)
H (-1.749, 6.867, 1.394)
H (0.910, 3.233, 2.432)
C (-1.970, -3.288, 2.262)
Cl (2.058, -1.081, 0.668)
H (2.792, -3.184, -0.659)

Properties
* LUMO energy (spin up / spin down): -0.2 / -0.1 eV
* electronic energy: -3638.08210 Ha
* gap between HOMO and LUMO (spin up / spin down): 5.311 / 5.351 eV
* largest force on an atom: 2.715 eV Å⁻¹
* multiplicity: 4
* charge: 0
* relative energy (zero: lowest compared OMol25 entry of this formula, charge and spin): 439.8 kJ/mol



A cluster of 2 separate species, C4H12 in total. Source: OMol25; level of theory: ωB97M-V with the def2-TZVPD basis set.

Element x y z (Å)
H (-0.031, -3.444, 0.562)
H (-0.273, 2.277, 0.525)
H (-0.200, -2.287, -0.774)
H (-0.871, -1.632, 2.182)
H (1.617, 3.128, -0.761)
H (0.733, 0.845, 0.306)
H (-2.097, -2.021, 1.010)
H (0.345, 2.911, -1.936)
C (0.991, 2.375, -1.243)
H (-0.727, 1.140, -0.652)
H (0.948, -2.025, 0.531)
H (-1.098, -0.564, 0.864)
C (-1.088, -1.625, 1.109)
C (0.163, 1.605, -0.223)
H (1.645, 1.702, -1.798)
C (-0.057, -2.384, 0.300)

Properties
* LUMO energy: 1.1 eV
* electronic energy: -159.58218 Ha
* gap between HOMO and LUMO: 12.837 eV
* largest force on an atom: 0.767 eV Å⁻¹
* charge: 0
* SMILES: CC.CC
* relative energy (zero: lowest compared OMol25 entry of this formula, charge and spin): 7.3 kJ/mol



The ion C6H12NO with charge -1. Source: OMol25; level of theory: ωB97M-V with the def2-TZVPD basis set.

Element x y z (Å)
H (0.747, -1.295, 0.681)
H (-0.921, -1.008, -0.786)
H (-2.434, 1.136, -0.347)
O (-2.405, 1.207, 2.269)
H (2.272, -2.948, -0.197)
H (-2.090, -0.619, 1.428)
H (-0.993, 1.943, 0.185)
H (2.883, -1.658, -1.321)
H (1.258, -2.514, -1.509)
C (1.736, 0.881, -1.344)
C (-1.430, 0.959, 0.052)
C (-1.632, 0.400, 1.560)
H (2.807, 0.801, -1.215)
H (1.416, 1.724, -1.946)
N (1.457, -1.044, 0.018)
C (-0.627, 0.043, -0.861)
H (-0.721, 0.415, -1.900)
C (2.020, -2.097, -0.839)
H (-0.593, 0.208, 1.933)
C (0.881, 0.043, -0.767)

Properties
* LUMO energy: 3.5 eV
* electronic energy: -365.74883 Ha
* gap between HOMO and LUMO: 5.810 eV
* largest force on an atom: 1.936 eV Å⁻¹
* charge: -1
* SMILES: C=C(CCC[O-])NC
* relative energy (zero: lowest compared OMol25 entry of this formula, charge and spin): 78.5 kJ/mol



A structure of composition C28H27BN6RhS3. Source: OMol25; level of theory: ωB97M-V with the def2-TZVPD basis set.

Element x y z (Å)
N (-3.180, 0.987, 1.599)
Rh (0.231, -0.106, 0.983)
C (-0.709, -2.747, 2.238)
H (-2.949, 1.241, -2.745)
C (0.296, -3.782, 2.612)
C (5.625, 0.846, 0.638)
C (-3.039, 1.012, 3.045)
H (-3.394, 1.959, 3.448)
C (2.284, -0.562, -2.809)
H (-2.226, 2.921, -1.918)
N (1.988, 0.919, 0.406)
C (-2.150, -3.009, 2.490)
H (1.264, 2.543, -0.687)
C (5.840, -0.310, 1.356)
C (2.195, -5.692, 3.288)
C (2.383, -4.367, 3.658)
C (-0.061, 2.142, -3.139)
C (-4.844, -3.509, 2.934)
C (3.466, -0.765, 1.495)
H (-2.783, -1.976, 0.721)
H (-1.807, -4.118, 4.298)
C (2.116, 2.003, -0.299)
N (-2.764, 1.221, -0.529)
C (0.032, 0.244, -2.057)
H (-0.797, -5.405, 1.727)
H (6.451, 1.458, 0.302)
H (-4.204, -4.536, 4.706)
C (-4.276, 0.507, 0.919)
C (1.438, -3.413, 3.315)
H (-1.992, 0.880, 3.304)
H (4.970, -2.025, 2.318)
C (0.099, -5.115, 2.263)
C (-2.550, -3.739, 3.607)
H (-5.183, -2.447, 1.100)
H (2.932, -6.438, 3.555)
S (3.712, 2.547, -0.559)
H (3.196, -0.008, -3.024)
C (-4.446, -2.793, 1.812)
S (-0.695, 2.037, 1.055)
C (-4.006, 0.641, -0.399)
B (-2.230, 1.719, -1.909)
H (-0.490, 3.074, -3.461)
C (3.236, 0.415, 0.787)
H (-4.592, 0.386, -1.263)
C (-2.278, 1.422, 0.699)
C (-3.896, -3.976, 3.834)
C (-3.103, -2.531, 1.595)
C (4.307, 1.197, 0.351)
H (6.853, -0.608, 1.593)
N (1.174, 0.379, -2.773)
H (-5.123, 0.095, 1.435)
C (4.769, -1.112, 1.774)
S (-0.258, -1.112, -1.009)
N (-0.320, -1.667, 1.720)
H (2.367, -1.053, -1.843)
H (1.911, 1.876, -4.120)
C (1.120, 1.559, -3.465)
H (2.123, -1.313, -3.579)
H (-3.619, 0.191, 3.461)
H (2.636, -1.393, 1.793)
H (3.259, -4.080, 4.225)
N (-0.732, 1.317, -2.273)
H (1.567, -2.380, 3.616)
C (1.054, -6.064, 2.590)
H (0.906, -7.096, 2.305)
H (-5.893, -3.714, 3.101)

Properties
* LUMO energy (spin up / spin down): -4.0 / -4.0 eV
* electronic energy: -2741.58318 Ha
* gap between HOMO and LUMO (spin up / spin down): 6.851 / 6.851 eV
* largest force on an atom: 0.575 eV Å⁻¹
* charge: +1
* relative energy (zero: lowest compared OMol25 entry of this formula, charge and spin): 0.0 kJ/mol